Record 1
ORCA calculation (wB97M-V/def2-TZVPD) on C13H14EuF3IN2 as an isolated structure.

Frontier orbital gap (spin up / spin down) ... 6.6 / 7.0 eV
LUMO (spin up / spin down) ... -0.0287 / -0.0283 hartree
Expectation value of S² ... 15.761
Relative energy (zero: lowest compared OMol25 entry of this formula, charge and spin) ... 0.148 eV
2S+1 ... 8

The geometry in XYZ format:
```
34
C13H14EuF3IN2 | the OMol25 dataset | wB97M-V/def2-TZVPD
C 2.0836 -2.8379 2.3082
C 0.7760 -2.3965 2.9596
H 1.9210 -3.4539 1.4126
H 2.6677 -3.4255 3.0199
H 2.8328 -2.0650 2.0468
H -0.0314 -2.1123 2.2617
H 0.3916 -3.2669 3.5054
H 0.9237 -1.5775 3.6702
C 1.5604 -0.2878 -2.2035
C 1.6514 0.3476 -3.4420
C 0.5009 0.9379 -3.9633
C -0.6827 0.9128 -3.2177
H 2.4095 -0.8166 -1.7434
H 2.6052 0.3347 -3.9647
H 0.5101 1.3973 -4.9504
H -1.6210 1.3073 -3.5994
N 0.4524 -0.2589 -1.4689
C -0.6611 0.3727 -1.9202
C -1.7031 0.5642 -0.9021
N -1.3657 0.1515 0.3470
C -2.1917 0.4044 1.3701
C -3.6881 1.6368 -0.0458
C -3.3395 1.2015 1.2351
H -1.9130 -0.0411 2.3318
H -3.9349 1.4340 2.1227
C -2.9017 1.2682 -1.1372
H -3.1562 1.5219 -2.1640
H -4.5668 2.2522 -0.2013
Eu 1.2617 -0.8262 0.7767
I 4.3583 -0.8455 0.1586
F 2.4496 2.2840 1.5230
C 1.2650 1.6323 1.2709
F 0.4510 1.8952 2.3715
F 0.6848 2.3549 0.2324
```



Record 2
ORCA calculation (wB97M-V/def2-TZVPD) on C6H9KNaO2 as an isolated structure.

Frontier orbital gap (spin up / spin down) ... 4.0 / 4.0 eV
LUMO (spin up / spin down) ... -0.0647 / -0.0655 hartree
Expectation value of S² ... 0.778
Relative energy (zero: lowest compared OMol25 entry of this formula, charge and spin) ... 0.000 eV
2S+1 ... 2

The geometry in XYZ format:
```
19
C6H9KNaO2 | the OMol25 dataset | wB97M-V/def2-TZVPD
C 1.5096 0.5610 1.6174
H 1.1033 1.1862 0.8156
H 1.8842 -0.4190 1.3093
C -0.1548 -1.7007 -3.4942
C -1.1541 -0.8850 -2.9720
C -1.4811 -0.7810 -1.6174
O -2.3064 0.1209 -1.1307
Na -4.0689 -0.1246 -2.3810
H 0.3362 -2.4535 -2.8721
H 0.0610 -1.6952 -4.5632
H -1.6071 -0.1541 -3.6579
H -0.9658 -1.4397 -0.8971
H 0.9003 -0.2366 3.5956
O -0.2851 1.4292 3.1521
C 0.8423 0.6892 2.9961
C 2.1967 1.3052 2.7468
H 2.2259 2.3941 2.6631
H 3.0845 0.8489 3.1922
K -2.1207 1.3548 1.4975
```



Record 3
ORCA calculation (wB97M-V/def2-TZVPD) on one molecule with the formula C20H19N7O3S.

Frontier orbital gap ... 7.1 eV
LUMO ... -0.0471 hartree
Relative energy (zero: lowest compared OMol25 entry of this formula, charge and spin) ... 23.129 eV
SMILES string ... COc1ccccc1NC(=O)Cc1noc(CSc2nnnn2-c2cccc(C)c2)n1

The geometry in XYZ format:
```
50
C20H19N7O3S | the OMol25 dataset | wB97M-V/def2-TZVPD
C 2.6906 -1.9256 -1.3363
O 1.7299 -1.5967 -2.1320
C 0.5632 -2.5847 -1.8432
C 0.6130 -3.7309 -1.1440
C -0.1659 -4.8120 -1.1255
C -1.3978 -4.5059 -1.6826
C -1.6734 -3.2665 -2.4417
C -0.6410 -2.5411 -2.3254
N -0.6140 -1.1905 -2.9702
C -1.7009 -0.4264 -3.7901
O -2.9113 -1.1956 -3.8701
C -1.4100 0.8860 -4.1605
C -1.0254 1.7152 -2.9861
N -1.5933 2.6275 -2.3652
O -0.6766 2.9615 -1.3440
C 0.5720 2.1059 -1.7349
C 1.8487 2.4603 -0.8475
S 1.2317 2.4159 1.0226
C 0.7724 0.7606 1.0270
N 0.1883 0.1584 -0.1215
N -0.4149 -0.7003 0.3326
N -0.4399 -1.0258 1.6991
N 0.0245 0.3374 2.1926
C 0.1512 0.5813 3.4489
C 0.0473 -0.4146 4.3888
C 0.1697 -0.1039 5.7044
C 0.3962 1.0030 6.1782
C 0.7249 2.1267 5.2867
C 0.8771 3.4472 5.8213
C 0.5424 1.7324 3.9550
N 0.2923 1.4624 -2.6474
H 3.3122 -2.8445 -1.7868
H 2.6036 -2.1380 -0.3393
H 3.3942 -1.0142 -1.5752
H 1.6755 -4.1516 -0.5809
H -0.0524 -5.8302 -0.6163
H -2.3813 -5.1135 -1.8419
H -2.6768 -2.9766 -2.9538
H 0.0750 -0.5611 -3.1146
H -0.8837 0.9826 -5.0069
H -2.3989 1.2996 -4.3223
H 2.3280 1.6191 -0.9399
H 2.1415 3.3234 -0.9994
H -0.2164 -1.6763 4.0605
H 0.1712 -1.0580 6.3956
H 0.2374 1.2427 7.2995
H 0.0845 3.7124 6.7020
H 0.7045 4.2479 4.8940
H 1.6619 3.5081 6.4489
H 0.5973 2.7291 3.3009
```



Record 4
ORCA calculation (wB97M-V/def2-TZVPD) on one molecule with the formula C11H13N.

Frontier orbital gap ... 9.8 eV
LUMO ... 0.0346 hartree
Relative energy (zero: lowest compared OMol25 entry of this formula, charge and spin) ... 2.327 eV
SMILES string ... C=C=CCNCc1ccccc1

The geometry in XYZ format:
```
25
C11H13N | the OMol25 dataset | wB97M-V/def2-TZVPD
C -0.5440 0.7508 -3.2635
C -1.2912 1.4175 -2.4008
C -1.9707 2.1217 -1.5789
C -2.2558 1.7112 -0.1425
N -1.4700 0.5817 0.2737
C -0.1203 0.8992 0.6518
C 0.7083 -0.3374 0.9111
C 0.6259 -1.4458 0.0552
C 1.4068 -2.5993 0.2465
C 2.2560 -2.6638 1.3308
C 2.3427 -1.6120 2.2599
C 1.5562 -0.4679 2.0289
H 0.5240 0.9939 -3.4259
H -1.0239 -0.0033 -3.9363
H -2.3533 3.0796 -1.9659
H -3.3346 1.3990 -0.0061
H -2.2135 2.5962 0.5493
H -1.9582 0.1653 1.0600
H 0.3164 1.3950 -0.2298
H -0.0642 1.5715 1.5215
H -0.0182 -1.3315 -0.8232
H 1.3433 -3.4203 -0.4580
H 2.8986 -3.5349 1.4591
H 3.0501 -1.5935 3.0948
H 1.5897 0.3272 2.7883
```



Record 5
ORCA calculation (wB97M-V/def2-TZVPD) on a 10-piece molecular cluster, C59H65F3OSi overall.

Frontier orbital gap ... 9.7 eV
LUMO ... 0.0167 hartree
SMILES string ... C[C@@H](O)C[Si@@H](C)C(F)(F)F.c1ccccc1.c1ccccc1.c1ccccc1.c1ccccc1.c1ccccc1.c1ccccc1.c1ccccc1.c1ccccc1.c1ccccc1

The geometry in XYZ format:
```
129
C59H65F3OSi | the OMol25 dataset | wB97M-V/def2-TZVPD
C 4.5814 4.3399 -4.1892
C 3.7500 3.1950 -5.0189
O 3.7709 3.5919 -6.4666
C 4.3942 1.6886 -4.9613
Si 4.5926 0.9471 -3.1965
C 3.3685 -0.5575 -2.8866
C 6.4040 0.2970 -3.0530
F 7.0573 1.0487 -1.9277
F 7.2526 0.6016 -4.2627
F 6.4876 -1.1791 -2.8645
H 3.7928 4.8537 -3.4562
H 5.5446 3.9602 -3.6438
H 4.9424 5.2211 -4.9085
H 2.6263 3.1402 -4.6963
H 3.6491 4.5906 -6.5504
H 5.3791 1.7136 -5.6057
H 3.6436 0.9708 -5.5493
H 4.3592 1.9102 -2.1028
H 3.0548 -1.0849 -3.8928
H 2.4210 -0.1210 -2.3450
H 3.8354 -1.3492 -2.1306
C 5.0748 3.1776 0.4227
C 4.1426 4.1631 0.0992
C 3.3413 4.7202 1.0953
C 3.4690 4.2883 2.4157
C 4.3947 3.2962 2.7378
C 5.1987 2.7417 1.7423
H 5.7037 2.7485 -0.3525
H 4.0412 4.4979 -0.9302
H 2.6173 5.4906 0.8433
H 2.8467 4.7240 3.1924
H 4.4903 2.9552 3.7658
H 5.9216 1.9702 1.9938
C 7.9926 4.7569 -8.3870
C 7.9371 3.6224 -7.5778
C 8.2343 3.7191 -6.2187
C 8.5916 4.9505 -5.6689
C 8.6561 6.0832 -6.4800
C 8.3553 5.9873 -7.8384
H 7.7544 4.6825 -9.4446
H 7.6612 2.6623 -8.0066
H 8.1876 2.8354 -5.5877
H 8.8206 5.0266 -4.6096
H 8.9403 7.0418 -6.0529
H 8.4033 6.8706 -8.4698
C 0.3792 2.7615 3.4335
C -0.1761 3.1494 2.2145
C -1.5537 3.3356 2.1027
C -2.3773 3.1295 3.2096
C -1.8229 2.7325 4.4262
C -0.4450 2.5499 4.5391
H 1.4533 2.6230 3.5221
H 0.4653 3.3076 1.3511
H -1.9857 3.6413 1.1534
H -3.4502 3.2769 3.1235
H -2.4653 2.5660 5.2875
H -0.0129 2.2429 5.4879
C -6.2295 -1.5377 1.7242
C -5.4180 -1.3225 2.8377
C -4.4245 -0.3446 2.7990
C -4.2393 0.4159 1.6442
C -5.0447 0.1943 0.5275
C -6.0407 -0.7810 0.5674
H -7.0080 -2.2951 1.7570
H -5.5605 -1.9168 3.7368
H -3.7945 -0.1749 3.6682
H -3.4671 1.1796 1.6147
H -4.8967 0.7829 -0.3747
H -6.6698 -0.9519 -0.3022
C 2.1848 5.1118 9.3572
C 1.1582 4.9651 8.4248
C 1.4323 4.4440 7.1607
C 2.7352 4.0732 6.8269
C 3.7635 4.2285 7.7561
C 3.4887 4.7462 9.0216
H 1.9697 5.5116 10.3444
H 0.1433 5.2565 8.6839
H 0.6314 4.3267 6.4355
H 2.9486 3.6647 5.8431
H 4.7800 3.9451 7.4942
H 4.2898 4.8650 9.7464
C -9.4800 -2.7855 -4.7596
C -9.5355 -3.9199 -3.9505
C -9.2383 -3.8233 -2.5914
C -8.8811 -2.5919 -2.0416
C -8.8165 -1.4592 -2.8526
C -9.1174 -1.5550 -4.2110
H -9.7182 -2.8598 -5.8172
H -9.8114 -4.8801 -4.3792
H -9.2850 -4.7070 -1.9604
H -8.6520 -2.5158 -0.9823
H -8.5323 -0.5005 -2.4256
H -9.0693 -0.6718 -4.8424
C -5.5096 -5.7294 -1.1534
C -5.2277 -4.4095 -0.8022
C -4.2698 -4.1362 0.1738
C -3.5963 -5.1837 0.8025
C -3.8849 -6.5039 0.4579
C -4.8400 -6.7772 -0.5208
H -6.2511 -5.9418 -1.9187
H -5.7543 -3.5932 -1.2902
H -4.0480 -3.1073 0.4448
H -2.8482 -4.9710 1.5611
H -3.3643 -7.3207 0.9520
H -5.0631 -7.8060 -0.7909
C -2.4747 -8.3379 -2.8554
C -3.5013 -8.4846 -3.7877
C -3.2271 -9.0057 -5.0519
C -1.9243 -9.3765 -5.3856
C -0.8960 -9.2212 -4.4565
C -1.1708 -8.7035 -3.1910
H -2.6898 -7.9381 -1.8681
H -4.5161 -8.1932 -3.5287
H -4.0281 -9.1230 -5.7771
H -1.7108 -9.7850 -6.3695
H 0.1205 -9.5046 -4.7184
H -0.3697 -8.5847 -2.4662
C -1.7250 -1.9798 6.2064
C -1.4431 -0.6600 6.5576
C -0.4852 -0.3866 7.5336
C 0.1883 -1.4342 8.1622
C -0.1003 -2.7544 7.8177
C -1.0554 -3.0277 6.8390
H -2.4665 -2.1923 5.4411
H -1.9697 0.1563 6.0696
H -0.2633 0.6422 7.8046
H 0.9364 -1.2214 8.9208
H 0.4203 -3.5711 8.3117
H -1.2785 -4.0565 6.5689
```



Record 6
ORCA calculation (wB97M-V/def2-TZVPD) on one molecule with the formula C20H22N2O.

Frontier orbital gap ... 9.3 eV
LUMO ... 0.0281 hartree
Relative energy (zero: lowest compared OMol25 entry of this formula, charge and spin) ... 1.268 eV
SMILES string ... CC(=O)/N=C1/N(C)[C@@H](C)CC1(c1ccccc1)c1ccccc1

The geometry in XYZ format:
```
45
C20H22N2O | the OMol25 dataset | wB97M-V/def2-TZVPD
C -2.7120 1.7308 -2.0239
C -2.0449 0.4560 -1.5001
O -1.4227 -0.2182 -2.3127
N -2.2187 0.0338 -0.1884
C -1.1731 -0.2363 0.5441
N -1.3914 -0.5808 1.8669
C -2.6542 -0.2827 2.5298
C -0.1422 -0.8551 2.6041
C 0.0839 -2.3659 2.7041
C 0.9356 -0.2052 1.7098
C 0.3572 -0.0639 0.2872
C 0.5309 1.4028 -0.2209
C 0.9245 1.6813 -1.5392
C 1.0907 2.9735 -2.0280
C 0.8513 4.0353 -1.1727
C 0.4175 3.8485 0.1162
C 0.2368 2.5392 0.5699
C 0.9737 -1.1677 -0.5662
C 2.3308 -1.1252 -0.9358
C 2.9628 -2.1811 -1.5894
C 2.2306 -3.3387 -1.8726
C 0.8725 -3.4250 -1.5327
C 0.2642 -2.3516 -0.8957
H -3.1366 2.3078 -1.1906
H -3.4940 1.4746 -2.7325
H -1.9745 2.3785 -2.5227
H -2.8476 0.8001 2.5011
H -3.5095 -0.7925 2.0607
H -2.5833 -0.5675 3.5988
H -0.1453 -0.4032 3.5739
H -0.7702 -2.8697 3.1311
H 0.9600 -2.4575 3.3860
H 0.3185 -2.8345 1.7245
H 1.8109 -0.8684 1.6972
H 1.2779 0.7338 2.1052
H 1.1295 0.8703 -2.1857
H 1.4023 3.1617 -3.0599
H 0.9943 5.0356 -1.5697
H 0.2616 4.6778 0.7842
H -0.1388 2.3893 1.5774
H 2.9428 -0.2546 -0.7597
H 4.0271 -2.0859 -1.8275
H 2.6169 -4.2209 -2.3844
H 0.3294 -4.3153 -1.8570
H -0.7751 -2.4631 -0.6042
```



Record 7
ORCA calculation (wB97M-V/def2-TZVPD) on one molecule with the formula C17H21N3O3S.

Frontier orbital gap ... 8.3 eV
LUMO ... 0.0159 hartree
Relative energy (zero: lowest compared OMol25 entry of this formula, charge and spin) ... 1.311 eV
SMILES string ... CCCOc1ccc(N2C[C@H](C(=O)NC3=NCCS3)CC2=O)cc1

The geometry in XYZ format:
```
45
C17H21N3O3S | the OMol25 dataset | wB97M-V/def2-TZVPD
C -6.5219 -1.8392 1.6209
C -6.3140 -1.7194 0.1166
C -4.8459 -1.4924 -0.2323
O -4.4751 -0.2193 0.2532
C -3.1972 0.2080 0.0729
C -2.8983 1.4778 0.5714
C -1.6358 2.0106 0.4487
C -0.6236 1.2902 -0.1876
N 0.6730 1.8159 -0.3092
C 1.8006 0.9478 -0.5723
C 3.0402 1.8119 -0.2739
C 3.5412 1.5418 1.1287
O 3.4209 2.2914 2.0633
N 4.1772 0.3268 1.3273
C 4.5245 -0.6486 0.4425
N 4.2772 -0.6823 -0.7906
C 4.7677 -1.8314 -1.4815
C 5.5147 -2.7897 -0.5176
S 5.4338 -2.0290 1.1308
C 2.5216 3.2403 -0.4064
C 1.0108 3.1367 -0.2644
O 0.2547 4.0716 -0.1557
C -0.9206 0.0265 -0.6851
C -2.1905 -0.5124 -0.5572
H -7.5780 -1.9554 1.8508
H -6.1527 -0.9455 2.1164
H -5.9855 -2.7005 2.0138
H -6.6533 -2.6277 -0.3848
H -6.8915 -0.8774 -0.2673
H -4.7070 -1.5351 -1.3223
H -4.2253 -2.2721 0.2322
H -3.6828 2.0329 1.0604
H -1.4280 2.9932 0.8357
H 1.7510 0.0587 0.0611
H 1.8139 0.6277 -1.6203
H 3.8434 1.5749 -0.9720
H 4.4810 0.1791 2.2839
H 5.4318 -1.4913 -2.2815
H 3.9161 -2.3363 -1.9476
H 5.0440 -3.7697 -0.4639
H 6.5630 -2.9083 -0.7855
H 2.7577 3.6793 -1.3759
H 2.9110 3.8937 0.3744
H -0.1674 -0.5578 -1.1902
H -2.3765 -1.4959 -0.9598
```



Record 8
ORCA calculation (wB97M-V/def2-TZVPD) on a 2-piece molecular cluster, CH2F2N2O overall.

Frontier orbital gap ... 11.6 eV
LUMO ... 0.0190 hartree
Relative energy (zero: lowest compared OMol25 entry of this formula, charge and spin) ... 1.823 eV
SMILES string ... N=C=O.FNF

The geometry in XYZ format:
```
8
CH2F2N2O | the OMol25 dataset | wB97M-V/def2-TZVPD
N 0.1464 1.3048 1.0619
C -0.6709 1.7551 0.3248
O -1.3405 2.1381 -0.5363
H 0.2304 1.0668 2.0224
F 1.3494 -1.3149 0.0340
N 0.5825 -1.6291 -1.0715
F -0.3206 -2.5475 -0.6018
H 0.0233 -0.7733 -1.2334
```



Record 9
ORCA calculation (wB97M-V/def2-TZVPD) on C4H6HgO7 as an isolated structure.

Frontier orbital gap (spin up / spin down) ... 4.4 / 1.7 eV
LUMO (spin up / spin down) ... 0.0815 / -0.0203 hartree
Expectation value of S² ... 0.753
Total charge ... -1
Relative energy (zero: lowest compared OMol25 entry of this formula, charge and spin) ... 1.558 eV
2S+1 ... 2

The geometry in XYZ format:
```
18
C4H6HgO7 | the OMol25 dataset | wB97M-V/def2-TZVPD
O 5.5426 9.6467 3.3970
C 6.1097 8.8710 4.2022
O 6.6871 9.2104 5.2615
O 6.0512 7.5545 3.8731
O 7.2955 5.2420 2.8082
C 8.6189 5.1716 2.7916
O 9.3487 5.2290 3.7567
O 9.0319 5.2388 1.5274
C 6.6426 5.2627 4.0832
C 6.6959 6.6243 4.7321
Hg 6.2147 11.2880 4.7223
H 9.9971 5.2103 1.5190
H 7.0978 4.5192 4.7500
H 5.6085 4.9710 3.8698
H 7.7326 6.9326 4.9153
H 6.1755 6.5682 5.6997
O 8.5974 2.2780 2.8132
H 8.4171 1.4900 2.2942
```



Record 10
ORCA calculation (wB97M-V/def2-TZVPD) on one molecule with the formula C6H11NO.

Frontier orbital gap ... 9.5 eV
LUMO ... 0.0338 hartree
Relative energy (zero: lowest compared OMol25 entry of this formula, charge and spin) ... 2.314 eV
SMILES string ... C=N/C=C/CCCO

The geometry in XYZ format:
```
19
C6H11NO | the OMol25 dataset | wB97M-V/def2-TZVPD
C -0.2746 -1.1457 3.8279
N -0.1083 -1.8746 2.8181
C -0.4789 -1.5081 1.5131
C -0.1793 -0.3455 0.9386
C -0.2854 -0.1289 -0.5389
C 0.7574 0.8619 -1.0868
C 0.6022 1.0125 -2.5836
O -0.6282 1.6923 -2.8216
H -0.8889 -0.2375 3.8940
H 0.2015 -1.4410 4.7624
H -0.7532 -2.3702 0.9179
H -0.0057 0.5266 1.5654
H -0.3271 -1.0857 -1.0518
H -1.2597 0.3003 -0.8062
H 1.7508 0.4952 -0.8456
H 0.5065 1.8075 -0.6086
H 0.6522 0.0400 -3.0926
H 1.4355 1.5739 -3.0265
H -0.7170 1.8269 -3.7752
```



Record 11
ORCA calculation (wB97M-V/def2-TZVPD) on one molecule with the formula C3H4N2O.

Frontier orbital gap ... 9.0 eV
LUMO ... 0.0245 hartree
Relative energy (zero: lowest compared OMol25 entry of this formula, charge and spin) ... 0.714 eV
SMILES string ... Oc1cnc[nH]1

The geometry in XYZ format:
```
10
C3H4N2O | the OMol25 dataset | wB97M-V/def2-TZVPD
O 1.5843 1.2292 0.2300
C 0.5754 0.3298 0.1531
C 0.2362 -0.8180 0.8091
N -0.9620 -1.2940 0.3111
C -1.3096 -0.4678 -0.6345
N -0.4060 0.5583 -0.7699
H 2.0201 1.1202 1.0825
H 0.7820 -1.3342 1.5877
H -2.2211 -0.5212 -1.2160
H -0.2841 1.1956 -1.5414
```